Computed, not measured: C25H32BN8NiOP2 as an isolated structure, with wB97M-V/def2-TZVPD.

```
70
Properties=species:S:1:pos:R:3:forces:R:3
Ni 0.39467 0.10402 -0.75506 0.33 -0.18 -0.09
C 1.98494 2.00039 -4.24394 0.01 -0.01 0.03
C 1.24842 2.08051 -3.06236 0.01 0.09 0.10
N 1.35480 0.95161 -2.36550 -0.06 -0.08 -0.26
N 2.15858 0.13122 -3.07832 -0.15 -0.11 0.14
C 2.54763 0.73885 -4.20720 0.07 0.00 0.05
B 2.62079 -1.20568 -2.45727 0.21 -0.05 -0.11
N 3.18337 -0.89209 -1.05550 -0.29 -0.12 0.02
C 4.38494 -1.21655 -0.55788 0.00 0.03 -0.07
C 4.41410 -0.87702 0.77662 -0.05 0.06 0.01
C 3.14727 -0.34367 1.01919 -0.03 -0.04 0.01
N 2.39670 -0.35797 -0.08222 0.26 0.05 -0.03
N 1.42276 -2.17799 -2.27674 0.01 0.19 0.04
C 1.27173 -3.45102 -2.66991 0.04 0.03 0.01
C 0.11062 -3.95025 -2.10912 0.03 0.03 0.01
C -0.39235 -2.88360 -1.36400 -0.08 0.02 0.03
N 0.40135 -1.82172 -1.47483 0.09 -0.07 0.02
H 2.11126 2.75610 -4.99895 -0.01 -0.02 0.01
H 0.67009 2.90169 -2.67066 0.01 -0.01 -0.03
H 3.21885 0.24291 -4.88887 -0.03 0.01 0.00
H 3.45841 -1.71826 -3.14863 -0.08 0.05 0.06
H 5.13193 -1.66264 -1.19370 -0.01 0.00 0.02
H 5.22903 -0.98762 1.47017 -0.02 0.01 -0.01
H 2.76254 0.02904 1.95121 0.03 -0.05 0.01
H 2.00454 -3.91448 -3.30957 -0.02 0.01 0.01
H -0.30237 -4.93750 -2.21770 0.01 0.02 0.00
H -1.28794 -2.83413 -0.76039 0.01 -0.02 -0.03
C -1.44809 3.69719 1.47486 -0.11 -0.03 0.07
P -1.14305 2.10332 0.63314 0.03 0.08 -0.22
C -0.56264 1.00028 1.99286 0.10 -0.25 0.09
C -2.82327 1.38792 0.41706 -0.01 -0.01 0.07
C -3.81272 1.57107 1.38001 -0.03 0.00 0.00
C -5.04326 0.94070 1.26117 0.02 0.01 0.00
C -5.29066 0.10937 0.17962 0.03 0.00 -0.03
C -4.31790 -0.07295 -0.79496 -0.03 0.00 -0.01
C -3.08554 0.56643 -0.69257 0.00 0.06 0.02
P -1.76132 0.42979 -1.94233 -0.01 0.10 0.27
C -1.99555 1.98491 -2.86852 -0.04 0.00 -0.07
C -2.34201 -0.78286 -3.16252 -0.02 -0.01 -0.02
H -1.78932 3.56181 2.50236 0.00 0.03 -0.01
H -2.21261 4.24224 0.92143 0.02 0.01 -0.02
H -0.54031 4.29657 1.47903 0.03 -0.01 0.00
H -1.30249 0.92851 2.79580 -0.02 -0.01 0.02
H 1.51173 1.50087 1.76910 -0.01 0.03 -0.02
H -1.32845 -0.56902 0.95392 -0.05 -0.03 0.10
H -3.62705 2.20743 2.23733 -0.01 -0.01 -0.01
H -5.80407 1.09348 2.01503 0.01 0.00 0.00
H -6.24498 -0.39288 0.09048 0.01 0.00 -0.01
H -4.53185 -0.71403 -1.64088 0.01 0.00 0.01
H -3.05770 2.11730 -3.07680 0.01 0.02 -0.03
H -1.44483 1.93367 -3.80781 0.00 0.00 0.01
H -1.63576 2.84113 -2.30049 -0.02 -0.02 0.05
H -3.29075 -0.47035 -3.60022 0.01 -0.02 -0.02
H -2.44316 -1.77594 -2.73196 -0.02 -0.01 0.03
H -1.59267 -0.83891 -3.95379 0.01 0.00 0.01
N 2.15486 -2.05004 5.65928 -0.14 0.04 0.05
C 1.73248 -0.77022 5.46498 0.43 -0.02 -0.26
O 1.82414 0.06765 6.33516 -0.18 0.04 0.12
C 1.20977 -0.41080 4.08230 -0.20 -0.42 0.00
C 1.21887 0.89331 3.81318 -0.07 0.18 -0.11
C 0.74743 1.54666 2.55003 0.02 0.03 0.09
N -0.40946 -0.31016 1.31112 -0.15 0.08 -0.17
C 0.09198 -1.43495 2.02784 -0.09 0.22 -0.25
C 0.75769 -1.48237 3.17560 0.21 0.13 0.30
H 2.59902 -2.24046 6.54244 0.00 0.00 -0.01
H 2.30752 -2.69649 4.91006 0.00 -0.01 -0.04
H 1.57538 1.53676 4.60954 0.02 0.02 -0.04
H 0.61225 2.61014 2.75322 -0.03 -0.01 0.04
H -0.10445 -2.36279 1.50557 -0.02 0.01 -0.01
H 0.99609 -2.49742 3.46047 0.00 -0.01 0.09
```
Forces are in eV/Å.

E   -3700.949697 Eh
Total charge   +1
Spin multiplicity   3
Gap between HOMO and LUMO (spin up / spin down)   8.663 / 8.715 eV
Largest force on an atom   0.50 eV Å⁻¹